C31H35N3NiO3PSe2Si | the ωB97M-V functional and the def2-TZVPD basis

Results
total energy = -8534.3870 Eh
multiplicity = 3
<S²> = 2.008
total charge = -1
M = 773.31 g mol⁻¹
strongest force on any atom = 1.29 eV Å⁻¹

XYZ file:
```
77
Properties=species:S:1:pos:R:3:forces:R:3:mulliken_spin:R:1
Ni -0.108021 0.662397 -1.009699 0.800 -0.865 -0.518 1.671
C -0.231819 1.852064 -5.282678 0.217 -0.274 0.098 0.000
C -0.406883 1.513447 -3.831259 0.790 -0.897 -0.251 0.008
N 0.183735 0.528927 -3.241841 0.017 -0.020 -0.018 0.048
O 1.006667 -0.272594 -4.050923 -0.287 0.376 -0.049 0.009
C -1.275313 2.317995 -3.018109 -0.808 0.783 0.163 0.020
C -2.019469 3.506901 -3.565745 0.088 -0.297 0.229 0.003
N -1.404422 1.967314 -1.763348 0.104 0.476 0.213 0.046
O -2.166646 2.588510 -0.959384 -0.135 0.170 -0.239 -0.003
H 0.486324 1.178475 -5.740508 0.002 0.021 -0.017 0.000
H 0.128075 2.875059 -5.379293 -0.043 0.086 -0.017 0.000
H -1.179027 1.770328 -5.813696 -0.078 0.052 0.012 0.000
H 1.499432 -0.820337 -3.420212 -0.045 0.150 0.085 0.000
H -2.644142 3.239314 -4.418270 -0.066 0.030 -0.059 0.000
H -1.331813 4.293238 -3.880281 0.033 0.063 -0.051 0.002
H -2.644758 3.890098 -2.759945 0.002 0.001 -0.093 0.000
Se -1.023157 0.947247 1.154604 -0.318 0.224 0.818 0.078
P -0.674329 -0.718471 2.524394 0.119 -0.407 0.115 0.020
Se 0.846225 -2.189760 2.277811 -0.066 0.090 -0.063 0.002
C -2.365926 -1.401652 2.541517 0.135 0.110 -0.173 -0.002
C -2.719883 -2.335165 1.579443 0.038 -0.111 0.132 0.011
C -4.050674 -2.669140 1.404313 -0.059 -0.087 -0.034 0.000
C -5.020529 -2.090166 2.205570 -0.205 -0.005 -0.007 0.002
C -4.667003 -1.147411 3.159201 -0.218 -0.038 0.014 -0.001
C -3.343904 -0.788360 3.315524 0.052 -0.081 0.031 -0.006
C -0.550624 -0.122598 4.246665 0.081 0.112 -0.361 0.000
C -0.921872 -1.003515 5.256538 0.008 -0.087 -0.024 0.000
C -0.855577 -0.605736 6.576879 -0.019 -0.069 0.009 0.000
C -0.406316 0.668631 6.887519 0.038 0.074 0.079 0.000
C -0.011145 1.535328 5.881943 0.053 0.085 0.200 0.001
C -0.076659 1.141005 4.555659 -0.084 -0.077 -0.076 0.004
H -1.947030 -2.788975 0.973950 0.055 -0.039 -0.069 -0.001
H -4.337730 -3.366394 0.629443 0.028 -0.124 -0.014 0.000
H -6.059883 -2.369159 2.084292 -0.025 0.028 -0.041 0.000
H -5.432099 -0.676729 3.762246 -0.024 0.008 0.052 0.000
H -3.060946 -0.029815 4.032144 -0.092 0.044 -0.007 -0.002
H -1.273590 -1.994106 4.989627 0.042 0.028 0.070 0.000
H -1.158269 -1.282911 7.363367 -0.010 -0.049 0.052 0.000
H -0.363389 0.980765 7.920865 0.022 0.069 0.094 0.000
H 0.341742 2.522857 6.142001 0.054 0.095 -0.030 0.000
H 0.222823 1.800157 3.751718 -0.025 0.093 -0.016 0.001
C 3.051416 3.351967 -2.095398 -0.143 -0.332 0.614 0.001
Si 2.377541 2.580937 -0.463416 0.082 0.605 0.188 -0.001
C 3.714246 2.783520 0.900359 -0.362 -0.176 -0.618 0.003
C 0.920754 3.678099 0.109511 0.438 -0.574 -0.301 -0.001
N 1.859704 0.951148 -0.708106 -0.639 0.654 -0.034 0.089
C 2.623092 -0.099382 -1.067580 -0.172 -0.236 0.105 0.003
C 4.018329 -0.036824 -1.244249 -0.119 -0.149 0.078 0.006
C 4.755612 -1.130110 -1.643916 0.124 -0.149 -0.138 0.001
C 4.134411 -2.328133 -1.952227 0.162 -0.062 -0.023 0.001
C 2.761976 -2.441930 -1.785849 -0.282 -0.011 -0.021 -0.004
C 2.026332 -1.379552 -1.298331 0.713 0.157 -0.230 -0.021
O 0.648210 -1.415180 -1.135387 0.118 0.311 0.296 -0.008
C -0.104762 -2.550224 -1.213287 -0.725 -0.483 -0.253 0.006
C 0.260908 -3.804089 -0.730941 0.190 0.290 0.104 0.003
C -0.624298 -4.862340 -0.849174 -0.039 0.012 -0.040 0.000
C -1.870464 -4.690790 -1.428741 -0.143 -0.037 -0.027 0.002
C -2.245286 -3.435135 -1.883986 -0.060 -0.127 0.016 0.003
C -1.370603 -2.373076 -1.774067 0.362 0.378 0.045 0.012
H 3.044509 4.437031 -2.051630 -0.010 0.236 0.094 0.000
H 2.438309 3.050845 -2.939589 -0.200 -0.110 -0.150 0.000
H 4.068981 3.038450 -2.306384 0.226 -0.114 -0.048 0.000
H 3.872821 3.836370 1.112136 -0.018 0.291 0.000 0.000
H 4.674074 2.357255 0.632090 0.238 -0.110 -0.085 0.000
H 3.395630 2.305470 1.820222 -0.179 -0.145 0.185 -0.001
H 0.980580 4.687517 -0.285663 0.188 0.208 -0.164 -0.001
H 0.883807 3.751343 1.191918 0.026 -0.092 0.220 0.001
H -0.029388 3.265060 -0.208311 -0.202 0.089 -0.007 0.001
H 4.509114 0.902815 -1.049338 0.088 0.109 0.018 -0.001
H 5.829609 -1.046968 -1.738074 0.086 0.057 -0.048 0.000
H 4.696572 -3.172301 -2.320663 0.078 -0.070 -0.006 0.000
H 2.268030 -3.365393 -2.050252 0.013 -0.017 0.029 0.000
H 1.203092 -3.940676 -0.224767 0.028 0.033 -0.016 -0.001
H -0.335276 -5.831889 -0.470323 0.028 -0.057 0.062 0.000
H -2.555435 -5.525124 -1.508327 0.009 -0.017 -0.010 0.000
H -3.221662 -3.284843 -2.324225 -0.035 0.043 0.002 0.000
H -1.642662 -1.370931 -2.096077 -0.042 -0.146 -0.077 -0.006
```
Positions in Å, forces in eV/Å.